# 1
Formula: C25H29N3O4S
Source: OMol25
Level of theory: the ωB97M-V functional and the def2-TZVPD basis

Geometry as XYZ:
```
62
Properties=species:S:1:pos:R:3:forces:R:3:nbo_charge:R:1
C -1.094 2.143 -4.156 -0.1 -0.4 0.3 -0.644
C -1.852 1.456 -3.023 -0.1 0.3 0.0 -0.055
O -1.326 0.197 -2.661 0.1 -0.2 0.0 -0.565
C -1.612 -0.856 -3.561 0.1 -0.2 -0.2 -0.061
C -0.942 -2.139 -3.076 -0.3 0.3 0.2 -0.422
C -1.504 -2.641 -1.742 0.1 -0.2 -0.2 -0.223
N -1.192 -1.730 -0.666 -0.2 0.1 -0.1 -0.631
C -0.244 -1.996 0.253 -0.4 0.4 0.1 0.685
O 0.258 -3.086 0.427 0.3 -0.3 -0.1 -0.635
C 0.093 -0.759 1.112 -0.1 -0.1 0.0 -0.139
C 0.561 0.359 0.216 -0.1 0.1 -0.1 -0.103
C 0.113 1.655 0.419 0.0 -0.3 -0.1 -0.109
C 0.527 2.694 -0.396 0.1 0.3 -0.2 -0.355
C 1.399 2.442 -1.449 0.0 -0.2 0.1 0.387
O 1.865 3.380 -2.318 0.1 -0.3 0.0 -0.515
C 1.507 4.725 -2.109 -0.1 0.2 0.0 -0.253
C 1.836 1.135 -1.672 0.0 0.2 -0.1 -0.272
C 1.420 0.112 -0.851 -0.1 0.2 0.1 -0.188
N 1.057 -1.114 2.144 0.0 0.3 -0.1 -0.427
C 2.412 -0.601 2.076 0.2 -0.3 0.2 -0.273
C 2.460 0.867 2.339 0.4 0.4 -0.1 -0.171
C 1.749 1.579 3.254 0.1 -0.3 -0.1 -0.278
C 2.041 2.961 3.228 0.0 0.2 0.0 -0.254
C 2.974 3.279 2.297 0.3 -0.1 -0.3 -0.425
S 3.515 1.895 1.429 -0.4 0.0 0.5 0.437
C 0.788 -2.053 3.080 0.2 0.1 0.1 0.674
O 1.620 -2.417 3.896 -0.1 -0.2 0.2 -0.621
C -0.583 -2.660 3.113 -0.3 -0.5 0.3 0.119
C -0.668 -4.030 3.354 -0.1 0.1 0.0 -0.190
C -1.918 -4.614 3.426 0.1 0.1 0.0 -0.169
C -3.040 -3.811 3.285 0.1 0.1 0.0 -0.253
C -2.848 -2.455 3.079 -0.4 -0.2 0.0 0.036
N -1.657 -1.889 2.989 0.4 0.3 0.1 -0.443
H -0.036 2.193 -3.914 0.1 0.1 0.0 0.220
H -1.215 1.607 -5.094 0.0 0.0 -0.1 0.204
H -1.478 3.151 -4.287 0.0 0.1 -0.1 0.213
H -2.916 1.355 -3.286 0.1 0.0 0.1 0.161
H -1.770 2.056 -2.112 -0.1 0.0 -0.1 0.192
H -1.238 -0.615 -4.565 -0.1 0.0 0.1 0.173
H -2.704 -0.997 -3.629 0.1 0.0 0.0 0.161
H -1.081 -2.909 -3.836 0.0 0.0 -0.1 0.216
H 0.126 -1.950 -2.961 0.1 -0.1 -0.1 0.213
H -1.061 -3.606 -1.485 -0.1 0.1 0.0 0.236
H -2.591 -2.754 -1.813 0.1 -0.1 0.0 0.188
H -1.412 -0.762 -0.861 0.1 0.0 0.1 0.424
H -0.832 -0.453 1.614 0.2 0.0 -0.3 0.266
H -0.562 1.864 1.236 0.0 0.0 0.1 0.213
H 0.165 3.690 -0.197 0.0 0.1 0.0 0.223
H 2.020 5.290 -2.885 -0.1 0.0 0.1 0.202
H 1.834 5.079 -1.127 0.0 0.0 0.0 0.179
H 0.427 4.874 -2.209 0.0 0.0 0.0 0.173
H 2.506 0.953 -2.497 0.1 0.0 -0.1 0.224
H 1.765 -0.895 -1.038 0.1 -0.1 -0.1 0.220
H 2.968 -1.142 2.853 -0.1 0.1 -0.3 0.274
H 2.864 -0.826 1.106 0.0 -0.1 0.1 0.209
H 1.039 1.127 3.923 -0.2 -0.1 0.1 0.230
H 1.577 3.682 3.879 -0.1 0.2 0.1 0.222
H 3.393 4.239 2.069 0.1 0.2 0.0 0.231
H 0.239 -4.600 3.468 0.1 0.0 0.0 0.240
H -2.020 -5.677 3.594 0.0 -0.1 0.0 0.218
H -4.036 -4.224 3.338 -0.1 0.0 0.0 0.219
H -3.688 -1.779 2.977 -0.1 0.0 0.0 0.190
```
Forces are in eV/Å.

Results
- structure (SMILES) = CCOCCCNC(=O)[C@H](c1ccc(OC)cc1)N(Cc1cccs1)C(=O)c1ccccn1
- DFT total energy (Eh) = -1833.47761
- orbital gap (eV) = 8.8
- largest force on an atom (eV/Å) = 0.7
- energy above the lowest of the compared OMol25 structures with the same formula, charge and spin (kcal per mole) = 50.5


# 2
Formula: C25H29N3O4S
Source: OMol25
Level of theory: the ωB97M-V functional and the def2-TZVPD basis

Geometry as XYZ:
```
62
Properties=species:S:1:pos:R:3:forces:R:3:nbo_charge:R:1
C -8.920 -0.298 -0.204 0.2 0.1 0.0 -0.597
C -7.706 0.573 -0.502 -0.2 -0.3 0.1 -0.501
C -6.439 -0.064 0.037 -0.1 0.3 -0.2 0.698
O -6.430 -1.128 0.614 -0.1 -0.2 0.1 -0.599
N -5.292 0.659 -0.179 0.1 -0.1 0.1 -0.430
C -5.241 1.941 -0.876 -0.3 0.4 -0.3 -0.202
C -3.760 2.358 -0.900 0.1 0.0 0.0 -0.449
C -3.077 1.245 -0.165 0.0 -0.2 0.1 0.038
C -1.743 1.085 0.131 -0.2 0.1 0.0 -0.210
C -1.365 -0.043 0.844 0.7 -0.2 0.3 -0.363
S 0.369 -0.282 1.191 0.0 0.2 -0.5 2.331
O 0.507 -1.282 2.209 -0.4 -0.2 -0.1 -0.949
O 0.996 0.993 1.382 -0.2 0.2 -0.2 -0.949
N 1.006 -0.898 -0.213 -0.2 0.5 0.8 -0.873
C 0.499 -2.172 -0.684 -0.2 -0.7 0.2 -0.225
C 1.296 -3.330 -0.072 0.0 0.1 -0.3 -0.503
C 2.716 -3.258 -0.618 -0.4 -0.3 0.3 0.687
O 2.952 -3.703 -1.731 -0.1 0.0 -0.4 -0.655
N 3.677 -2.690 0.135 0.4 0.1 0.2 -0.425
C 3.535 -1.989 1.391 -0.1 0.0 0.2 -0.266
C 3.950 -0.554 1.255 0.2 -0.1 -0.1 -0.184
C 4.627 -0.074 0.214 0.0 -0.2 0.1 -0.039
C 4.933 1.362 0.101 -0.1 0.3 0.0 0.032
C 3.959 2.301 0.443 0.1 0.0 0.0 -0.238
C 4.225 3.654 0.345 0.0 0.1 0.0 -0.196
C 5.462 4.096 -0.093 0.0 0.1 0.0 -0.223
C 6.436 3.172 -0.431 0.1 0.1 0.0 -0.208
C 6.173 1.818 -0.339 0.0 -0.1 0.0 -0.230
C 5.063 -0.987 -0.903 -0.1 -0.3 0.2 -0.437
C 4.973 -2.449 -0.467 0.2 0.0 -0.5 -0.219
C -2.285 -0.990 1.250 0.1 0.0 0.1 -0.172
C -3.631 -0.840 0.948 -0.1 -0.1 0.0 -0.231
C -4.016 0.286 0.234 0.5 -0.1 0.2 0.164
H -9.823 0.164 -0.596 -0.1 0.0 0.0 0.208
H -8.798 -1.278 -0.657 0.0 -0.1 0.0 0.220
H -9.029 -0.435 0.868 -0.1 -0.1 0.1 0.220
H -7.602 0.714 -1.580 0.1 0.1 0.0 0.221
H -7.830 1.558 -0.046 0.1 0.1 -0.1 0.221
H -5.852 2.678 -0.346 0.0 0.0 -0.1 0.203
H -5.641 1.832 -1.888 0.0 0.1 0.1 0.204
H -3.381 2.447 -1.919 0.0 0.0 0.0 0.226
H -3.600 3.314 -0.401 0.0 0.0 0.0 0.228
H -0.998 1.811 -0.150 0.1 0.2 -0.1 0.237
H 1.143 -0.185 -0.908 0.1 0.3 -0.1 0.413
H -0.563 -2.272 -0.422 0.1 -0.1 -0.2 0.199
H 0.596 -2.216 -1.770 0.0 0.1 0.1 0.228
H 0.862 -4.267 -0.426 0.1 0.0 0.0 0.238
H 1.236 -3.293 1.012 0.0 0.0 0.0 0.231
H 2.511 -2.008 1.754 0.2 -0.2 0.0 0.249
H 4.167 -2.487 2.143 -0.1 0.1 0.0 0.200
H 3.652 0.089 2.069 0.0 0.2 0.1 0.221
H 2.989 1.961 0.776 -0.1 0.0 0.0 0.240
H 3.460 4.369 0.612 -0.1 0.1 0.0 0.209
H 5.668 5.154 -0.168 0.0 0.1 0.0 0.210
H 7.407 3.508 -0.767 0.1 0.0 0.0 0.210
H 6.953 1.112 -0.588 0.0 -0.1 0.0 0.206
H 6.083 -0.759 -1.216 0.0 0.0 0.0 0.215
H 4.411 -0.827 -1.767 0.1 0.0 -0.1 0.217
H 5.084 -3.118 -1.321 0.1 0.1 0.2 0.246
H 5.746 -2.670 0.276 0.0 0.0 0.0 0.191
H -1.937 -1.835 1.822 0.0 -0.1 0.1 0.243
H -4.359 -1.570 1.258 0.0 0.0 0.0 0.264
```
Forces are in eV/Å.

Results
- structure (SMILES) = CCC(=O)N1CCc2cc(S(=O)(=O)NCCC(=O)N3CC=C(c4ccccc4)CC3)ccc21
- DFT total energy (Eh) = -1833.50386
- orbital gap (eV) = 8.7
- largest force on an atom (eV/Å) = 0.9
- energy above the lowest of the compared OMol25 structures with the same formula, charge and spin (kcal per mole) = 34.1


# 3
Formula: C25H29N3O6S
Source: OMol25
Level of theory: the ωB97M-V functional and the def2-TZVPD basis

Geometry as XYZ:
```
64
Properties=species:S:1:pos:R:3:forces:R:3:nbo_charge:R:1
C -0.801 -3.820 1.602 0.0 0.2 0.0 -0.606
C -0.991 -2.310 1.543 0.0 -0.1 0.0 -0.405
C -1.229 -1.839 0.102 0.2 -0.4 0.4 -0.124
C -0.005 -2.137 -0.781 -0.4 0.2 0.1 0.677
O -0.035 -2.997 -1.638 -0.1 -0.3 -0.2 -0.629
N 1.073 -1.397 -0.491 0.6 0.3 0.2 -0.636
C 2.348 -1.612 -1.126 0.2 -0.3 -0.3 -0.267
C 3.458 -1.523 -0.130 -0.6 0.4 0.6 0.285
C 3.531 -0.926 1.094 -0.1 -0.3 -0.6 -0.325
C 4.854 -1.140 1.556 0.4 -0.3 -0.3 -0.315
C 5.483 -1.846 0.580 0.2 0.3 0.7 0.077
O 4.644 -2.084 -0.445 -0.1 -0.2 -0.5 -0.402
N -1.661 -0.439 0.054 -0.2 -0.2 -0.3 -0.457
C -1.060 0.562 0.713 0.0 0.3 0.1 0.705
O 0.042 0.476 1.249 -0.1 0.0 0.3 -0.679
C -1.842 1.866 0.791 -0.1 0.0 -0.1 -0.354
N -1.087 2.906 1.435 0.4 0.6 -0.5 -0.831
S -0.206 3.894 0.412 -0.1 0.2 0.3 2.298
O 0.253 4.988 1.213 0.2 -0.3 0.2 -0.930
O -1.054 4.157 -0.716 0.1 -0.3 -0.1 -0.949
C 1.228 2.981 -0.147 -0.5 0.4 0.1 -0.267
C 1.252 2.460 -1.424 -0.2 0.0 -0.1 -0.214
C 2.412 1.863 -1.889 0.1 0.0 0.1 -0.222
C 3.542 1.781 -1.081 -0.1 0.0 -0.1 0.012
C 4.822 1.212 -1.609 0.0 0.0 0.0 -0.640
C 3.480 2.287 0.214 -0.2 0.1 0.0 -0.207
C 2.328 2.893 0.681 0.2 0.0 0.1 -0.191
C -2.871 -0.214 -0.667 -0.2 0.1 0.0 0.160
C -2.820 0.059 -2.022 -0.1 0.0 0.2 -0.200
C -3.990 0.241 -2.740 -0.1 0.0 -0.1 -0.232
C -5.207 0.144 -2.093 0.1 0.0 -0.1 -0.178
C -5.272 -0.135 -0.737 0.0 -0.1 0.3 -0.287
C -4.104 -0.319 -0.007 0.2 0.0 -0.1 0.274
O -4.043 -0.593 1.325 0.3 0.1 -0.3 -0.503
C -5.250 -0.716 2.043 -0.2 0.0 0.2 -0.252
H -0.626 -4.136 2.628 0.0 -0.1 0.1 0.214
H 0.049 -4.124 0.997 0.1 -0.1 0.0 0.215
H -1.684 -4.333 1.228 -0.1 -0.1 0.0 0.203
H -0.114 -1.811 1.955 -0.1 0.0 0.0 0.224
H -1.858 -2.018 2.139 0.0 0.1 0.0 0.213
H -2.054 -2.423 -0.322 0.2 0.1 0.0 0.235
H 1.004 -0.678 0.223 -0.2 -0.1 0.0 0.438
H 2.332 -2.602 -1.594 0.0 0.2 0.0 0.249
H 2.504 -0.867 -1.920 0.0 -0.2 0.0 0.204
H 2.754 -0.396 1.605 -0.3 0.1 0.1 0.238
H 5.272 -0.812 2.486 0.2 0.0 0.2 0.229
H 6.480 -2.228 0.495 0.1 -0.1 -0.1 0.205
H -2.764 1.686 1.355 0.1 0.0 -0.2 0.233
H -2.106 2.238 -0.201 -0.2 -0.2 0.1 0.266
H -0.512 2.562 2.192 0.2 0.0 0.1 0.409
H 0.377 2.561 -2.046 -0.1 0.0 -0.1 0.239
H 2.448 1.481 -2.900 0.0 -0.1 -0.1 0.216
H 5.409 0.768 -0.810 0.1 -0.1 0.1 0.227
H 5.415 2.009 -2.058 0.1 0.0 -0.1 0.228
H 4.639 0.462 -2.375 0.0 -0.1 -0.1 0.218
H 4.350 2.220 0.851 0.1 0.0 0.1 0.218
H 2.278 3.325 1.668 0.1 0.0 0.1 0.232
H -1.857 0.119 -2.505 0.1 0.0 0.0 0.228
H -3.948 0.455 -3.796 0.0 0.0 -0.1 0.223
H -6.125 0.283 -2.644 -0.1 0.0 0.0 0.220
H -6.235 -0.208 -0.260 -0.1 0.0 0.1 0.223
H -4.958 -0.934 3.069 -0.1 0.0 -0.1 0.205
H -5.826 0.214 2.020 0.0 0.0 0.0 0.181
H -5.863 -1.537 1.659 0.0 0.0 0.0 0.182
```
Forces are in eV/Å.

Results
- structure (SMILES) = CC[C@H](C(=O)NCc1ccco1)N(C(=O)CNS(=O)(=O)c1ccc(C)cc1)c1ccccc1OC
- DFT total energy (Eh) = -1983.96385
- orbital gap (eV) = 9.1
- largest force on an atom (eV/Å) = 0.9
- energy above the lowest of the compared OMol25 structures with the same formula, charge and spin (kcal per mole) = 34.5